Entry 1:
Below is 2 unconnected molecules or ions with the total composition C6H8N2O2 at a distorted geometry, with properties calculated with the ωB97M-V functional and the def2-TZVPD basis.

Last column: Löwdin charge in e.
Atoms and positions in Å:
O  -1.705  -1.576  -0.642  0.118
H  -2.014  1.301  -1.135  0.157
N  0.470  -0.984  -0.235  0.057
H  0.273  0.817  1.749  0.083
C  1.564  -0.279  -0.113  -0.628
C  -0.978  -0.632  -0.536  -0.493
N  1.285  1.031  -0.599  0.092
H  -2.529  0.022  0.941  0.121
H  -0.166  -1.029  1.433  0.137
C  -1.636  0.614  1.384  -0.084
C  -0.039  1.523  -0.734  -0.153
H  -0.055  2.675  -0.709  0.161
O  2.566  -0.675  0.487  0.061
H  2.012  1.823  -0.097  0.238
H  -1.644  1.763  1.307  0.112
C  -1.080  0.757  -0.849  -0.121
H  0.755  -2.099  -0.476  0.270
C  -0.464  0.083  1.526  -0.127

**M**: 140.142 g/mol
**Kohn-Sham gap**: 8.99 eV
**HOMO level**: -0.318 Ha
**Relative energy (zero: lowest compared OMol25 entry of this formula, charge and spin)**: 132.7 kcal per mole

Entry 2:
Below is 2 unconnected molecules or ions with the total composition C4H7NO at a distorted geometry, with properties calculated with the ωB97M-V functional and the def2-TZVPD basis.

Last column: Löwdin charge in e.
Atoms and positions in Å:
C  0.831  -0.163  -0.286  -0.325
H  0.363  -2.040  1.054  0.074
H  1.311  -0.876  -0.991  0.132
H  1.417  2.849  -0.719  0.065
N  -0.506  2.301  -1.693  0.079
H  -1.399  -2.166  1.069  0.073
H  -1.147  0.489  0.259  0.102
H  -1.104  -0.822  -0.940  0.111
O  1.498  0.645  0.320  0.001
C  0.491  2.610  -1.200  -0.079
C  -0.624  -0.425  -0.039  -0.222
H  -0.562  -0.941  2.064  0.082
C  -0.568  -1.461  1.103  -0.093

**M**: 85.106 g/mol
**Kohn-Sham gap**: 11.00 eV
**HOMO level**: -0.367 Ha
**Relative energy (zero: lowest compared OMol25 entry of this formula, charge and spin)**: 43.9 kcal per mole

Entry 3:
Below is a single C6H16N4O2 molecule at a distorted geometry, with properties calculated with the ωB97M-V functional and the def2-TZVPD basis.

Last column: Löwdin charge in e.
Atoms and positions in Å:
N  3.000  0.425  0.349  -0.147
C  0.029  -0.320  0.087  -0.197
N  -2.512  -0.009  -0.191  -0.243
H  0.329  0.808  0.478  0.163
O  -2.054  2.086  -0.256  -0.047
H  -2.772  0.233  2.023  0.104
H  4.922  1.730  0.790  0.138
H  3.307  2.540  -0.084  0.093
H  -3.713  -1.375  -0.712  0.162
H  -1.041  0.913  2.061  0.073
H  4.541  1.145  -0.924  0.059
C  3.923  1.546  -0.053  -0.135
H  3.622  -0.473  -1.369  0.093
O  -2.858  -0.978  -1.176  -0.042
H  2.017  0.350  -1.412  0.098
N  -1.453  -0.478  0.614  -0.158
H  0.098  -2.306  0.540  0.147
N  -2.641  1.157  -0.829  -0.009
C  1.883  -1.642  -0.440  -0.216
H  -1.156  -0.545  2.836  0.087
C  0.823  -1.411  0.546  -0.303
H  2.565  -2.516  -0.117  0.128
H  3.387  -0.168  0.970  0.040
H  1.215  -1.373  1.651  0.152
C  -1.673  -0.020  1.990  -0.091
C  2.666  -0.322  -0.875  -0.226
H  1.438  -2.188  -1.351  0.132
H  -0.129  -0.286  -1.052  0.145

**M**: 176.220 g/mol
**Kohn-Sham gap**: 9.27 eV
**HOMO level**: -0.324 Ha
**Relative energy (zero: lowest compared OMol25 entry of this formula, charge and spin)**: 133.6 kcal per mole

Entry 4:
Below is a molecular structure, CH2CeClF3Ga at a distorted geometry, with properties calculated with the ωB97M-V functional and the def2-TZVPD basis.

Last column: Löwdin spin population.
Atoms and positions in Å:
Ce  -1.323  -1.950  -1.903  1.072
H  -1.555  -0.636  1.300  -0.009
H  -1.330  -0.249  -1.262  -0.005
F  1.682  -0.529  -0.889  -0.001
F  1.546  -0.630  1.312  -0.008
F  1.830  1.240  0.426  -0.006
Ga  -0.802  0.264  0.208  -0.010
C  1.254  0.116  0.271  -0.017
Cl  -1.302  2.374  0.537  -0.016

**M**: 316.313 g/mol
**Kohn-Sham gap (alpha / beta)**: 4.73 / 5.55 eV
**Expectation value of S²**: 0.764
**HOMO level (alpha / beta)**: -0.632 / -0.634 Ha
**Relative energy (zero: lowest compared OMol25 entry of this formula, charge and spin)**: 11.3 kcal per mole
**Spin multiplicity**: 2
**Total charge**: +2